[1]
C27H96N18O21 | ωB97M-V/def2-TZVPD

XYZ file:
```
162
Properties=species:S:1:pos:R:3:mulliken_charge:R:1
C 0.61956 -3.03995 24.26393 0.431
O 1.48079 -2.09844 24.85128 -0.738
H 0.22539 -2.71579 23.30078 0.336
H 1.18862 -3.96012 24.13140 -0.013
H -0.26677 -3.17744 24.88328 -0.414
H 1.75811 -2.42076 25.71198 0.495
C -2.42628 -8.27832 28.23316 0.118
O -3.39000 -9.26408 28.71319 -0.649
H -2.48265 -8.20171 27.14732 0.040
H -2.62928 -7.29667 28.66123 0.132
H -1.42182 -8.51141 28.58650 -0.152
H -3.11625 -10.13278 28.40982 0.365
C -0.20097 -11.73257 29.85289 -0.226
O 0.25240 -12.08606 31.09449 -0.582
H -0.91067 -12.51067 29.57183 0.294
H -0.72454 -10.77659 29.84407 0.147
H 0.62633 -11.69386 29.14424 -0.009
H -0.48661 -12.48941 31.55576 0.353
C 3.17813 -3.91758 26.72227 -0.663
O 2.08034 -3.19919 27.26409 -0.799
H 3.79106 -3.31308 26.05369 0.436
H 3.87471 -4.38544 27.41797 0.359
H 2.78949 -4.83271 26.27552 0.054
H 1.41257 -3.85721 27.47068 0.430
C -5.28371 -8.23209 25.50698 -0.411
O -6.03564 -8.31697 24.32584 -0.569
H -4.24776 -8.32870 25.18204 -0.071
H -5.44343 -7.33086 26.09890 0.328
H -5.36885 -9.16951 26.05662 0.461
H -6.02033 -9.21825 23.99563 0.291
C -0.07279 -7.17249 24.92379 -0.350
O 0.21802 -7.45795 26.31259 2.026
H -0.32867 -8.14153 24.49533 -0.524
H -0.94284 -6.51879 24.86227 0.307
H 0.73870 -6.67233 24.39517 -0.111
H 0.36179 -6.62281 26.76367 -0.746
C -1.14261 -4.43104 27.54604 0.019
O 0.19927 -4.97555 27.87036 0.438
H -1.90088 -5.18429 27.75990 0.015
H -1.34706 -3.51890 28.10668 0.317
H -1.26162 -4.21003 26.48533 -0.739
H 0.20640 -5.42004 28.72123 0.211
C 4.07993 -7.39641 27.48471 -0.088
O 5.27884 -6.68639 27.19458 -0.562
H 4.20652 -8.45763 27.69892 0.352
H 3.51912 -6.95080 28.30632 0.112
H 3.46263 -7.21249 26.60538 -0.130
H 5.71985 -7.06430 26.43019 0.303
C -2.84065 -11.73879 26.08323 -0.545
O -2.74976 -11.74969 27.52528 -0.541
H -2.90098 -10.72877 25.67785 -0.056
H -2.00380 -12.22828 25.58505 0.426
H -3.74785 -12.21349 25.70940 0.489
H -2.55526 -12.62892 27.85800 0.247
C -2.27417 -4.37459 32.55804 0.811
O -1.63952 -5.01656 33.34958 -0.765
N -3.21508 -3.56272 32.89875 -0.381
N -2.09615 -4.46203 31.28630 -0.002
H -3.76326 -3.30875 32.08936 0.154
H -3.46037 -3.42619 33.86895 0.264
H -1.37376 -5.03211 30.87004 -0.302
H -2.70010 -3.90902 30.69509 0.187
C -3.58903 -1.26993 25.60697 0.722
O -4.65777 -1.84550 25.70660 -0.820
N -3.41904 -0.11322 26.07132 -0.389
N -2.59275 -1.65552 24.96141 -0.131
H -2.45353 0.17901 26.12122 0.169
H -4.17042 0.47235 26.40694 0.246
H -2.72099 -2.58905 24.59784 -0.106
H -1.81259 -1.08091 24.67631 0.271
C 0.55092 -7.10099 30.87087 0.491
O 0.07027 -6.24108 30.20058 -0.437
N 0.38226 -6.96087 32.13698 -0.373
N 1.30211 -8.08716 30.53985 -0.217
H -0.23253 -6.22890 32.46310 -0.008
H 0.84250 -7.49361 32.86119 0.159
H 1.49243 -8.27216 29.56535 0.016
H 1.60771 -8.68969 31.29063 0.161
C -3.93612 -4.73287 23.84038 0.559
O -2.87834 -4.19106 24.11463 -0.726
N -4.03750 -5.91407 23.30009 -0.032
N -5.08509 -4.24800 24.21805 -0.327
H -4.94786 -6.34469 23.22325 0.174
H -3.15308 -6.35361 23.08863 -0.328
H -5.88392 -4.70840 23.80575 0.141
H -5.13472 -3.30168 24.56752 0.246
C 3.18662 -10.06842 21.11912 0.892
O 2.46600 -9.40238 21.80089 -0.443
N 4.17544 -10.75000 21.63498 -0.449
N 3.14187 -10.19670 19.84481 -0.460
H 4.44947 -10.66824 22.60365 0.217
H 4.77617 -11.17813 20.94511 0.119
H 3.89109 -10.68873 19.37934 0.143
H 2.61277 -9.54798 19.27974 0.234
C 3.81975 -6.42180 23.30028 0.652
O 4.32855 -5.47066 23.82720 -0.751
N 2.75626 -6.29654 22.58530 0.220
N 4.20822 -7.61543 23.46604 -0.037
H 2.46588 -7.17950 22.19013 0.063
H 2.45774 -5.42485 22.17159 -0.133
H 3.48036 -8.26350 23.20083 -0.531
H 4.97923 -7.82137 24.08509 0.325
C -1.02697 -6.15943 21.46990 0.453
O -1.95189 -6.98576 21.55840 -0.844
N -0.91064 -5.16780 22.27444 0.642
N -0.07207 -6.30109 20.64089 0.335
H -1.69528 -4.88471 22.84391 -0.679
H -0.27153 -4.44046 21.98701 0.423
H -0.18439 -7.03272 19.95372 0.256
H 0.60618 -5.55428 20.59231 -0.115
C -1.76709 -8.53696 18.41460 0.695
O -0.58418 -8.49534 18.70031 -0.718
N -2.71906 -8.23923 19.18955 -0.121
N -2.30407 -8.93752 17.27438 -0.447
H -3.64812 -8.31391 18.80049 0.183
H -2.50608 -7.89572 20.11515 0.039
H -3.30972 -8.84677 17.25163 0.122
H -1.64555 -9.08477 16.52288 0.257
C 1.71206 -3.35150 20.11733 0.561
O 1.19387 -3.79015 21.08221 -0.590
N 0.99804 -3.18042 19.04452 -0.430
N 2.99660 -3.08362 19.97508 -0.438
H 1.48495 -2.98215 18.18213 0.139
H 0.00473 -3.36300 19.05485 0.227
H 3.41044 -2.79277 19.10087 0.148
H 3.58220 -3.21004 20.78821 0.253
C 0.28185 -10.87584 26.07637 -0.487
C 1.75391 -10.50263 26.36507 -0.309
C 2.45120 -9.94647 25.11002 -0.503
O 1.75327 -9.49388 27.34164 -0.230
H -0.28363 -10.04803 25.64853 0.043
H -0.23541 -11.28780 26.94288 0.012
H 0.27043 -11.61081 25.27153 0.448
H 2.37905 -11.30808 26.75046 0.384
H 3.48694 -9.63039 25.23425 0.273
H 2.01827 -9.01683 24.74066 -0.204
H 2.40420 -10.63397 24.26549 0.353
H 1.06156 -8.89962 27.04166 -0.105
C 1.13333 -1.51337 31.02766 -1.206
C 1.74630 -2.75669 31.67445 0.725
C 2.55629 -3.63018 30.76866 -0.749
O 2.58713 -2.41793 32.70049 -0.621
H 0.75782 -0.74801 31.70687 0.360
H 0.26783 -1.91909 30.50383 0.229
H 1.76128 -0.98828 30.30790 0.322
H 0.99401 -3.37473 32.16453 -0.009
H 1.91346 -4.11718 30.03538 -0.120
H 3.08105 -4.44806 31.26243 0.395
H 3.28045 -3.10524 30.14567 0.329
H 2.66950 -3.20761 33.24014 0.372
C -0.81218 -11.07182 20.79619 -1.805
C -0.71549 -10.19351 22.01088 1.252
C -1.99910 -10.14681 22.89631 -0.663
O 0.35417 -10.81628 22.73085 -0.443
H -0.94933 -12.12965 21.02043 0.414
H 0.10457 -11.03673 20.20760 0.269
H -1.66927 -10.86924 20.15395 0.324
H -0.38676 -9.25928 21.55561 -0.080
H -1.91845 -9.52558 23.78831 -0.278
H -2.33457 -11.15359 23.14516 0.404
H -2.76743 -9.72131 22.25076 0.338
H 1.13419 -10.42286 22.33288 0.080
```

The net charge is 0. The spin multiplicity is 1. Its total energy is -99377.82703 eV. As for the molar mass: 1009.170 g/mol. The HOMO-LUMO gap comes out at 8.98 eV. The lowest unoccupied orbital energy is 0.003 Ha.

***

[2]
C19H30ClF6N3O6PS | ωB97M-V/def2-TZVPD

XYZ file:
```
67
Properties=species:S:1:pos:R:3:nbo_charge:R:1
C 0.24890 1.30734 5.48503 -0.584
C -0.28144 0.77483 4.20077 -0.163
C 0.14603 -0.62671 3.46644 -0.294
N -0.94925 -1.02932 2.50665 -0.453
C -2.01805 -1.97107 3.06761 -0.355
S -3.20018 -1.15231 4.27641 0.162
C -3.03093 -1.84219 6.00951 -0.540
C -3.58660 -0.64816 7.03919 -0.641
C -0.89068 -0.54061 1.23598 0.404
N -1.94303 -0.99400 0.25418 -0.548
C -3.33149 -0.42563 0.34390 1.104
F -3.82680 0.22579 -0.90769 -0.347
F -4.25394 -1.60248 0.56243 -0.363
F -3.57936 0.49326 1.47826 -0.333
C -1.25744 -1.05875 -1.08887 -0.324
P -0.64901 -2.91018 -1.09264 1.216
O -0.31078 -3.36848 -2.75624 -0.974
O -1.95950 -3.89235 -0.43151 -0.984
C 0.11149 -0.09840 -1.02090 0.067
C 1.55311 -0.89338 -1.30446 -0.126
O 2.70555 0.05660 -1.40981 -0.578
C 3.36645 -0.27826 -2.71518 0.786
C 3.27945 0.64618 -4.06763 -0.753
O 4.11425 -1.41223 -2.81800 -0.588
C -0.18443 0.94954 -2.23682 0.992
F 0.01494 0.16727 -3.51510 -0.356
F -1.56583 1.47763 -2.30846 -0.336
F 0.73393 2.10542 -2.33139 -0.328
N 0.00013 0.31401 0.42263 -0.491
C 0.74235 1.48678 0.94112 -0.267
C -0.11171 2.80343 1.37951 -0.163
C -1.63662 2.90564 0.80935 -0.664
Cl 0.80413 4.29860 0.67010 -0.124
H 0.95782 2.24645 5.46069 0.224
H -0.12450 0.79689 6.47403 0.210
H -1.12983 1.41514 3.65692 0.205
H 1.22986 -0.62111 2.99029 0.220
H 0.19751 -1.44879 4.33071 0.221
H -2.59403 -2.58024 2.25260 0.274
H -1.41084 -2.77875 3.70347 0.219
H -1.91360 -2.11556 6.23085 0.219
H -3.74083 -2.79592 6.11721 0.219
H -4.69271 -0.86705 7.36634 0.220
H -2.82442 -0.55909 7.92445 0.225
H -3.63219 0.35667 6.40033 0.233
H -1.88791 -1.04910 -2.07486 0.294
H 0.38058 -4.10334 -2.66369 0.503
H -1.53766 -4.55837 0.21590 0.500
H 1.55210 -1.49358 -2.31529 0.247
H 1.80605 -1.57489 -0.35781 0.241
H 4.38258 0.99901 -4.35561 0.294
H 2.90150 0.04187 -5.02211 0.278
H 2.64396 1.62295 -3.96429 0.254
H 1.45801 1.22910 1.86238 0.210
H 1.50001 1.84271 0.08894 0.270
H -0.14456 3.01334 2.54751 0.235
H -2.35389 2.96365 1.76043 0.220
H -1.79213 3.94074 0.24459 0.245
H -2.00039 2.01165 0.15187 0.231
O 4.31373 2.25380 -6.55348 -0.635
C 4.72889 1.23463 -7.32016 -0.032
C 3.64958 0.96381 -8.47229 -0.031
O 4.05255 -0.07139 -9.22309 -0.610
H 4.88237 0.26217 -6.82004 0.133
H 5.69304 1.36175 -7.84276 0.141
H 3.51613 1.93239 -8.98450 0.137
H 2.67960 0.86062 -7.95393 0.132
```

The net charge is -1. The spin multiplicity is 1. The value obtained for the energy above the lowest of the compared OMol25 structures with the same formula, charge and spin is 306.5 kcal per mole. Its total energy is -85875.99071 eV. As for the molar mass: 608.946 g/mol. The HOMO-LUMO gap comes out at 1.31 eV. The lowest unoccupied orbital energy is -0.017 Ha.

***

[3]
C4H12N2O | ωB97M-V/def2-TZVPD

XYZ file:
```
19
Properties=species:S:1:pos:R:3:nbo_charge:R:1
C 2.12862 1.02476 0.01189 -0.601
C 0.95215 1.00118 0.92460 -0.361
C -0.24670 0.56076 0.04144 -0.331
N -2.70604 -0.76107 -0.77308 -0.806
C -1.95251 -0.99220 0.50756 -0.129
N -1.36111 0.25244 0.82610 -0.092
H 3.10828 1.11207 0.47280 0.226
H 2.06928 0.00940 -0.57250 0.329
H 1.99455 1.86413 -0.67484 0.199
H 0.94230 0.24723 1.71431 0.208
H 0.76030 1.97138 1.39361 0.215
H 0.11033 -0.32846 -0.50769 0.244
H -0.49930 1.30502 -0.73617 0.271
H -1.16887 -1.72785 0.24356 0.197
H -3.57561 -1.26031 -0.84963 0.380
H -2.55476 -1.37706 1.32622 0.189
H -2.80810 0.24023 -0.85963 0.365
H 2.72942 -1.91563 -1.16014 0.440
O 2.07777 -1.22604 -1.32843 -0.943
```

The net charge is 0. The spin multiplicity is 1. The value obtained for the energy above the lowest of the compared OMol25 structures with the same formula, charge and spin is 189.5 kcal per mole. Its total energy is -9362.97799 eV. As for the molar mass: 104.153 g/mol. The HOMO-LUMO gap comes out at 4.03 eV. The lowest unoccupied orbital energy is -0.134 Ha.